one | DFT (ωB97M-V/def2-TZVPD) results for a cluster of 2 separate species, C3H9NO3S in total.

Output
SMILES string: CC1(C)OS1(=O)=O.N
HOMO: -10.25 eV
LUMO energy: 0.5293 eV

Element x y z (Å)
C (-0.306, 0.407, -1.643)
C (0.342, -0.358, -0.594)
C (-0.031, -1.768, -0.219)
O (1.842, -0.251, -0.800)
S (1.312, 0.621, 0.484)
O (1.799, 0.020, 1.718)
O (1.380, 2.048, 0.364)
H (-0.496, 1.324, -1.121)
H (-1.185, 0.002, -2.107)
H (0.435, 0.458, -2.536)
H (0.227, -2.640, -0.888)
H (-1.065, -1.666, 0.189)
H (0.568, -2.003, 0.558)
N (-0.998, 0.908, 1.479)
H (-0.533, 1.258, 2.231)
H (-1.570, 0.071, 1.712)
H (-1.721, 1.568, 1.174)

Charge distribution, Mulliken scheme, values in e: atom 1 (C): -1.34, atom 2 (C): 1.33, atom 3 (C): -1.36, atom 4 (O): -0.47, atom 5 (S): 0.99, atom 6 (O): -0.62, atom 7 (O): -0.58, atom 8 (H): 0.38, atom 9 (H): 0.32, atom 10 (H): 0.27, atom 11 (H): 0.33, atom 12 (H): 0.28, atom 13 (H): 0.45, atom 14 (N): -0.73, atom 15 (H): 0.28, atom 16 (H): 0.22, atom 17 (H): 0.23

two | DFT (ωB97M-V/def2-TZVPD) results for a cluster of 2 separate species, C3H9NO3S in total.

Output
HOMO: -9.74 eV
LUMO energy: 0.8280 eV

Element x y z (Å)
C (1.284, -1.525, -1.708)
C (-0.024, -0.746, -1.460)
C (0.251, 0.166, -0.220)
N (0.483, 1.414, -0.143)
O (-1.062, 0.055, 3.129)
O (-1.043, 2.154, 1.790)
O (-1.739, -0.052, 0.738)
S (-1.896, 0.841, 1.888)
H (1.542, -1.921, -0.662)
H (1.269, -2.255, -2.616)
H (2.069, -0.754, -1.871)
H (-0.769, -1.565, -1.322)
H (-0.283, -0.066, -2.337)
H (0.582, -0.502, 0.627)
H (-0.728, 0.573, 3.785)
H (0.229, 2.030, -0.875)
H (-0.164, 2.153, 1.258)

Charge distribution, Mulliken scheme, values in e: atom 1 (C): -1.02, atom 2 (C): -0.24, atom 3 (C): 0.22, atom 4 (N): -0.73, atom 5 (O): -0.46, atom 6 (O): -0.45, atom 7 (O): -0.47, atom 8 (S): 0.60, atom 9 (H): 0.30, atom 10 (H): 0.29, atom 11 (H): 0.30, atom 12 (H): 0.22, atom 13 (H): 0.26, atom 14 (H): 0.23, atom 15 (H): 0.31, atom 16 (H): 0.18, atom 17 (H): 0.46

The most stable of them is two.

one | DFT (ωB97M-V/def2-TZVPD) results for a cluster of 3 separate species, C2H11NO3 in total.

Output
SMILES string: CNCO.O.O
HOMO: -9.20 eV
LUMO energy: 0.6040 eV

Element x y z (Å)
C (-2.048, -0.709, -0.998)
N (-1.995, -0.948, 0.460)
C (-0.754, -0.479, 1.065)
O (0.430, -0.667, 0.174)
H (-1.377, -1.437, -1.503)
H (-1.680, 0.336, -1.204)
H (-3.112, -0.901, -1.320)
H (-1.992, -2.044, 0.662)
H (-0.787, 0.654, 1.277)
H (-0.711, -1.055, 1.987)
H (1.098, -0.297, 0.778)
O (2.771, 0.660, 1.189)
H (2.774, 1.202, 0.400)
H (3.302, 1.050, 1.891)
O (1.275, 1.894, -1.499)
H (1.791, 1.696, -2.241)
H (1.015, 1.046, -1.117)

Charge distribution, Mulliken scheme, values in e: atom 1 (C): -0.60, atom 2 (N): -0.44, atom 3 (C): -0.28, atom 4 (O): -0.52, atom 5 (H): 0.23, atom 6 (H): 0.21, atom 7 (H): 0.25, atom 8 (H): 0.27, atom 9 (H): 0.28, atom 10 (H): 0.33, atom 11 (H): 0.28, atom 12 (O): -0.66, atom 13 (H): 0.34, atom 14 (H): 0.30, atom 15 (O): -0.65, atom 16 (H): 0.31, atom 17 (H): 0.36

two | DFT (ωB97M-V/def2-TZVPD) results for a cluster of 3 separate species, C2H11NO3 in total.

Output
SMILES string: CNCO.O.O
HOMO: -9.05 eV
LUMO energy: 0.3466 eV

Element x y z (Å)
C (2.179, -1.172, -0.554)
N (1.298, -1.261, 0.674)
C (-0.187, -1.148, 0.249)
O (-1.187, -1.774, 1.168)
H (1.813, -0.388, -1.124)
H (3.245, -1.124, -0.226)
H (1.873, -2.128, -0.974)
H (1.350, -2.142, 1.024)
H (-0.335, -1.596, -0.721)
H (-0.311, -0.028, 0.150)
H (-0.768, -1.413, 1.989)
O (-1.046, 2.339, -1.763)
H (-1.583, 1.665, -2.251)
H (-1.745, 3.012, -1.426)
O (-1.456, 2.164, 1.568)
H (-1.572, 3.104, 1.544)
H (-1.568, 1.890, 0.673)

Charge distribution, Mulliken scheme, values in e: atom 1 (C): -0.78, atom 2 (N): -0.50, atom 3 (C): -0.22, atom 4 (O): -0.51, atom 5 (H): 0.29, atom 6 (H): 0.24, atom 7 (H): 0.36, atom 8 (H): 0.23, atom 9 (H): 0.37, atom 10 (H): 0.17, atom 11 (H): 0.36, atom 12 (O): -0.67, atom 13 (H): 0.34, atom 14 (H): 0.32, atom 15 (O): -0.62, atom 16 (H): 0.31, atom 17 (H): 0.32

The most stable of them is one.

one | DFT (ωB97M-V/def2-TZVPD) results for the molecule C6H6N4O3S2.

Output
HOMO: -9.05 eV
LUMO energy: -1.1862 eV

Element x y z (Å)
C (3.987, -0.944, 0.398)
C (-4.027, 0.926, -0.285)
C (2.639, -1.316, 0.248)
C (-2.832, 1.352, 0.280)
C (3.136, 0.621, -0.702)
C (-2.899, -0.812, 0.057)
N (4.274, 0.274, -0.144)
N (-4.069, -0.401, -0.301)
N (2.109, -0.251, -0.479)
N (-2.126, 0.225, 0.520)
O (0.172, 0.990, -2.088)
O (-0.322, -1.418, 1.142)
O (0.147, 1.010, 1.412)
S (0.306, -0.193, -1.381)
S (-0.423, -0.065, 0.701)
H (4.737, -1.383, 0.950)
H (-5.001, 1.400, -0.392)
H (2.001, -2.013, 0.569)
H (-2.252, 2.249, 0.424)
H (3.000, 1.575, -1.301)
H (-2.556, -1.825, 0.373)

Charge distribution, Mulliken scheme, values in e: atom 1 (C): -0.55, atom 2 (C): -0.52, atom 3 (C): -0.36, atom 4 (C): -0.10, atom 5 (C): -0.02, atom 6 (C): -0.02, atom 7 (N): -0.57, atom 8 (N): -0.54, atom 9 (N): -0.02, atom 10 (N): 0.01, atom 11 (O): -0.39, atom 12 (O): -0.56, atom 13 (O): -0.57, atom 14 (S): 0.59, atom 15 (S): 1.14, atom 16 (H): 0.47, atom 17 (H): 0.38, atom 18 (H): 0.57, atom 19 (H): 0.42, atom 20 (H): 0.29, atom 21 (H): 0.36

two | DFT (ωB97M-V/def2-TZVPD) results for the molecule C6H6N4O3S2.

Output
SMILES string: O=S(=O)(OSn1ccnc1)n1ccnc1
HOMO: -9.68 eV
LUMO energy: -0.5853 eV

Element x y z (Å)
O (0.203, 1.996, -0.492)
S (-0.534, 1.242, -1.416)
O (-0.613, 1.665, -2.780)
O (-0.137, -0.294, -1.555)
S (0.257, -1.269, -0.159)
N (1.756, -0.750, 0.364)
C (1.925, 0.251, 1.276)
C (3.288, 0.380, 1.475)
N (3.917, -0.592, 0.647)
C (2.987, -1.180, -0.046)
N (-2.075, 1.022, -0.612)
C (-2.296, 1.147, 0.727)
C (-3.653, 0.979, 0.865)
N (-4.222, 0.809, -0.397)
C (-3.270, 0.889, -1.236)
H (1.079, 0.837, 1.655)
H (3.697, 0.881, 2.318)
H (2.991, -2.012, -0.618)
H (-1.647, 1.220, 1.538)
H (-4.322, 0.897, 1.621)
H (-3.189, 0.557, -2.220)

Charge distribution, Mulliken scheme, values in e: atom 1 (O): -0.54, atom 2 (S): 1.24, atom 3 (O): -0.60, atom 4 (O): -0.33, atom 5 (S): 0.13, atom 6 (N): 0.02, atom 7 (C): 0.06, atom 8 (C): -0.50, atom 9 (N): -0.57, atom 10 (C): -0.05, atom 11 (N): 0.02, atom 12 (C): -0.21, atom 13 (C): -0.47, atom 14 (N): -0.63, atom 15 (C): 0.01, atom 16 (H): 0.32, atom 17 (H): 0.38, atom 18 (H): 0.45, atom 19 (H): 0.36, atom 20 (H): 0.51, atom 21 (H): 0.39

The most stable of them is two.

one | DFT (ωB97M-V/def2-TZVPD) results for the molecule C3H3FOS.

Output
SMILES string: F/C=C/OC=S
HOMO: -9.06 eV
LUMO energy: -0.0608 eV

Element x y z (Å)
F (0.344, -0.929, 3.008)
C (0.393, -0.614, 1.711)
C (-0.727, -0.627, 0.980)
O (-0.715, -0.288, -0.350)
C (0.123, 0.611, -0.790)
S (0.212, 0.925, -2.393)
H (1.394, -0.432, 1.407)
H (-1.652, -1.057, 1.312)
H (0.757, 1.140, -0.117)

Charge distribution, Mulliken scheme, values in e: atom 1 (F): -0.23, atom 2 (C): -0.11, atom 3 (C): -0.12, atom 4 (O): -0.22, atom 5 (C): -0.11, atom 6 (S): -0.26, atom 7 (H): 0.37, atom 8 (H): 0.38, atom 9 (H): 0.30

two | DFT (ωB97M-V/def2-TZVPD) results for the molecule C3H3FOS.

Output
SMILES string: O=CS/C=C\F
HOMO: -9.76 eV
LUMO energy: 0.3495 eV

Element x y z (Å)
O (-2.320, 1.083, -0.133)
C (-2.030, -0.094, -0.137)
S (-0.520, -0.980, 0.095)
C (0.528, 0.455, 0.118)
C (1.779, 0.706, 0.131)
F (2.878, -0.162, -0.240)
H (-2.860, -0.849, 0.085)
H (-0.082, 1.296, 0.343)
H (2.262, 1.627, 0.602)

Charge distribution, Mulliken scheme, values in e: atom 1 (O): -0.45, atom 2 (C): 0.15, atom 3 (S): -0.03, atom 4 (C): -0.25, atom 5 (C): 0.00, atom 6 (F): -0.26, atom 7 (H): 0.28, atom 8 (H): 0.30, atom 9 (H): 0.25

three | DFT (ωB97M-V/def2-TZVPD) results for a structure of composition C3H3FOS.

Output
HOMO: -9.89 eV
LUMO energy: 0.4492 eV

Element x y z (Å)
C (-0.798, -0.268, 0.487)
C (-0.572, 1.222, 0.563)
C (0.456, -0.639, -0.287)
H (-0.695, -0.749, 1.467)
H (-1.079, 1.863, -0.183)
H (-0.640, 1.625, 1.587)
O (0.765, -1.601, -0.888)
F (-1.894, -0.707, -0.208)
S (1.177, 0.909, 0.095)

Charge distribution, Mulliken scheme, values in e: atom 1 (C): 0.28, atom 2 (C): -0.54, atom 3 (C): 0.33, atom 4 (H): 0.24, atom 5 (H): 0.32, atom 6 (H): 0.28, atom 7 (O): -0.49, atom 8 (F): -0.29, atom 9 (S): -0.12

four | DFT (ωB97M-V/def2-TZVPD) results for the molecule C3H3FOS.

Output
SMILES string: O=CS/C=C\F
HOMO: -9.61 eV
LUMO energy: 0.7431 eV

Element x y z (Å)
O (-0.425, -1.689, 2.392)
C (-0.107, -1.110, 1.399)
S (-1.168, -1.019, -0.033)
C (-0.182, -0.013, -1.092)
C (0.217, 1.216, -0.775)
F (-0.098, 1.798, 0.374)
H (0.851, -0.603, 1.228)
H (0.103, -0.428, -2.045)
H (0.808, 1.848, -1.447)

Charge distribution, Mulliken scheme, values in e: atom 1 (O): -0.43, atom 2 (C): 0.11, atom 3 (S): -0.08, atom 4 (C): -0.34, atom 5 (C): -0.03, atom 6 (F): -0.21, atom 7 (H): 0.31, atom 8 (H): 0.34, atom 9 (H): 0.33

The most stable of them is three.

one | DFT (ωB97M-V/def2-TZVPD) results for the molecule C2H3ClF2O.

Output
SMILES string: OCC(F)(F)Cl
HOMO: -11.20 eV
LUMO energy: 0.6528 eV

Element x y z (Å)
O (-2.248, -0.417, 0.131)
C (-0.943, -0.871, 0.020)
C (0.068, 0.276, 0.017)
F (-0.192, 1.079, -1.047)
F (0.035, 0.958, 1.149)
Cl (1.685, -0.480, -0.071)
H (-2.443, -0.147, -0.820)
H (-0.680, -1.665, 0.810)
H (-0.880, -1.461, -0.976)

Charge distribution, Mulliken scheme, values in e: atom 1 (O): -0.49, atom 2 (C): -0.73, atom 3 (C): 0.82, atom 4 (F): -0.23, atom 5 (F): -0.21, atom 6 (Cl): -0.17, atom 7 (H): 0.34, atom 8 (H): 0.35, atom 9 (H): 0.32

two | DFT (ωB97M-V/def2-TZVPD) results for the molecule C2H3ClF2O.

Output
SMILES string: COC(F)(F)Cl
HOMO: -10.62 eV
LUMO energy: 0.7286 eV

Element x y z (Å)
C (0.225, 0.380, 0.365)
O (1.285, 1.002, -0.246)
C (2.690, 0.291, 0.117)
F (2.691, 0.115, 1.392)
F (3.535, 1.250, -0.243)
Cl (2.873, -1.205, -0.831)
H (0.371, 0.036, 1.370)
H (-0.020, -0.534, -0.148)
H (-0.686, 1.132, 0.346)

Charge distribution, Mulliken scheme, values in e: atom 1 (C): -0.70, atom 2 (O): -0.34, atom 3 (C): 0.67, atom 4 (F): -0.17, atom 5 (F): -0.18, atom 6 (Cl): -0.11, atom 7 (H): 0.32, atom 8 (H): 0.31, atom 9 (H): 0.21

three | DFT (ωB97M-V/def2-TZVPD) results for a cluster of 2 separate species, C2H3ClF2O in total.

Output
SMILES string: FC(F)Cl.C=O
HOMO: -10.28 eV
LUMO energy: 0.5003 eV

Element x y z (Å)
F (3.119, 1.728, -0.500)
C (3.323, 0.436, -1.110)
F (2.272, 0.495, -2.098)
Cl (4.896, 0.303, -2.015)
H (2.668, -0.362, -0.698)
C (0.323, -0.229, -0.685)
O (0.320, 0.660, 0.040)
H (0.994, -1.162, -0.448)
H (-0.138, -0.255, -1.664)

Charge distribution, Mulliken scheme, values in e: atom 1 (F): -0.18, atom 2 (C): 0.45, atom 3 (F): -0.25, atom 4 (Cl): -0.10, atom 5 (H): 0.09, atom 6 (C): -0.21, atom 7 (O): -0.30, atom 8 (H): 0.27, atom 9 (H): 0.24

The most stable of them is one.